# 1
Below is 2 unconnected molecules or ions with the total composition C5H13ClN3O2 in a non-equilibrium geometry, with properties calculated with ωB97M-V/def2-TZVPD.

The geometry in XYZ format:
```
24
Properties=species:S:1:pos:R:3:forces:R:3:nbo_charge:R:1
C 0.954 -2.624 2.408 -2.8574 -0.6772 1.2171 -0.659
C 1.248 -0.906 -1.674 -0.9437 1.5821 -3.3461 -0.750
C 0.419 -1.292 1.935 -2.0428 -0.8049 -0.4614 -0.239
C -2.731 2.041 -0.397 -2.0910 0.7721 2.2074 -0.055
C 0.382 -0.922 -0.498 6.0659 -0.0894 1.3373 0.305
N -0.740 1.957 -1.474 -1.5036 -1.6894 0.6333 0.059
N 0.242 2.433 -1.957 1.5897 2.6611 -0.8851 0.115
N 1.071 -1.175 0.596 -4.4147 2.0511 1.4547 -0.432
O 0.475 3.822 -1.672 -0.8417 -0.6490 0.2596 -0.575
O -1.607 2.727 -0.712 1.3225 1.3532 -0.1932 -0.343
Cl -2.517 0.611 0.655 0.3693 -0.1129 0.7527 -0.109
H 1.980 -2.806 2.457 1.9201 0.5922 0.2764 0.226
H 0.486 -2.835 3.357 0.3834 0.2029 0.8674 0.247
H 0.589 -3.475 1.904 -0.6156 -0.7740 -1.4972 0.229
H 0.549 -1.170 -2.550 1.6488 -0.6453 0.9186 0.282
H 1.541 0.108 -2.118 -0.8918 -0.5046 1.2726 0.314
H 2.266 -1.314 -1.551 -0.9481 -0.7387 -0.1933 0.264
H 0.678 -0.600 2.785 -0.0658 0.3026 -1.7506 0.253
H -0.753 -1.243 1.682 2.6791 -0.3340 1.1544 0.230
H -3.517 2.715 0.084 1.7379 -0.5154 -0.2439 0.241
H -3.274 1.589 -1.140 -0.6285 -0.7212 -2.6834 0.195
H -0.637 -0.685 -0.504 -1.4270 -0.0067 0.3584 0.259
H 0.865 4.284 -2.444 -0.0209 -1.0892 0.1861 0.504
H 2.031 -1.239 0.827 1.5758 -0.1652 -1.6420 0.438
```
Forces are in eV/Å.

Values from the calculation:
* energy above the lowest of the compared OMol25 structures with the same formula, charge and spin: 24.0 kcal per mole
* charge: +1
* energy: -972.80521 Eh
* LUMO level: -4.3 eV
* maximum force: 6.212 eV/A
* E_HOMO: -0.509 hartree

---

# 2
Below is 3 unconnected molecules or ions with the total composition C34H55IN3O3S2 in a non-equilibrium geometry, with properties calculated with ωB97M-V/def2-TZVPD.

The geometry in XYZ format:
```
98
Properties=species:S:1:pos:R:3:forces:R:3:mulliken_charge:R:1
C 0.421 -3.424 0.906 1.5138 1.0951 0.7369 -0.905
C 1.606 -2.541 0.126 1.2735 -0.0161 -0.0418 0.411
C 1.273 -1.988 -1.405 -0.1071 -1.0604 -0.3765 -0.410
N 2.837 -2.298 0.682 -4.5152 2.9956 -1.1847 -0.327
C 2.750 -1.162 1.725 -0.3045 -5.0385 2.0599 -0.058
C 3.899 -1.499 2.843 -0.1332 -1.4485 0.5645 -0.892
O 5.253 -1.029 2.512 -2.5166 1.9064 0.2887 -0.379
C 5.113 0.445 2.456 -1.1133 -0.0107 1.3065 -0.685
C 4.167 0.900 1.200 3.3134 2.5704 -0.4516 0.022
C 5.047 0.823 -0.219 0.4465 -0.7389 0.5709 -1.027
C 5.256 -0.701 -0.780 0.3538 0.3879 -1.6071 0.289
C 6.347 -0.598 -2.035 -0.8356 0.0941 0.2830 -0.896
I 7.715 -2.347 -1.810 -0.6063 1.0213 -0.3094 -0.006
N 2.822 0.219 1.113 -0.7433 0.6767 -1.5505 0.637
C 1.680 1.144 1.584 -2.1468 0.4510 0.6031 -0.814
C 0.194 0.647 1.054 -0.7035 0.3061 0.7087 0.232
C -0.182 1.132 -0.465 0.4041 -1.9402 -0.1846 -0.614
S -1.600 2.353 -0.531 -0.8013 -1.1290 -0.0760 -0.027
C -3.272 1.442 -0.696 -1.2863 0.4745 -1.9116 -0.187
S -4.301 2.084 -1.936 2.5240 -1.5436 3.1571 0.013
N -3.644 0.293 0.214 -2.2108 0.4269 -0.8225 0.420
C -4.226 -0.888 -0.529 -0.8175 -4.7872 -2.6431 -0.032
C -3.244 -2.221 -0.686 -3.4095 -0.1430 -1.3827 -0.317
C -3.745 -3.598 -1.423 -2.6919 3.6251 0.6176 -0.430
C -5.289 -3.682 -2.022 1.3994 3.5637 1.7845 -0.389
C -6.280 -2.374 -1.908 4.0745 0.2113 1.8597 -0.470
C -5.737 -1.009 -1.153 2.0766 -2.3268 -0.1819 -0.096
C -4.657 0.677 1.269 -2.9156 1.0020 3.5246 0.354
C -5.161 2.210 1.558 -1.6718 -3.5833 2.3897 -0.106
C -6.298 2.427 2.743 0.9671 -3.2487 -0.4409 -0.386
C -6.951 1.199 3.625 2.8691 -1.0518 -2.6775 -0.403
C -6.439 -0.337 3.362 1.9430 3.6613 -2.7291 -0.389
C -5.285 -0.570 2.191 -1.5707 2.4896 1.2764 -0.240
H -0.436 -2.666 1.151 1.2304 -1.6706 -0.6759 0.232
H 0.085 -4.371 0.302 0.5706 2.1143 1.0386 0.365
H 0.911 -3.746 1.943 -1.1318 0.5464 -2.3434 0.290
H 1.592 -0.876 -1.584 -0.3227 -2.0537 0.6960 0.151
H 1.879 -2.632 -2.208 -1.2619 1.2763 1.7641 0.120
H 0.122 -2.052 -1.679 2.3664 -0.1082 0.7067 0.255
H 1.703 -1.352 2.269 2.2367 1.2376 -0.9522 0.338
H 3.521 -1.158 3.916 1.0143 -0.2109 -2.1440 0.297
H 3.967 -2.688 2.907 -0.2220 2.7640 -0.3918 0.343
H 6.158 0.982 2.511 -2.1455 -1.2435 -0.6791 0.351
H 4.549 0.748 3.464 1.1479 -0.4005 -2.0429 0.339
H 3.966 2.068 1.349 0.2863 -2.6370 -0.1761 0.295
H 4.592 1.503 -1.057 0.6779 -1.2632 1.6344 0.265
H 6.132 1.248 0.036 -2.4967 -0.7917 -0.4304 0.456
H 5.720 -1.459 -0.019 -1.3854 1.7201 -1.1905 0.387
H 4.250 -1.111 -1.277 2.2089 0.7067 1.4628 -0.217
H 6.988 0.382 -1.962 -1.2262 -2.0687 -0.3696 0.460
H 5.825 -0.763 -3.075 1.2098 0.6169 2.1284 0.367
H 2.629 0.086 0.074 0.4837 -0.1428 1.3790 0.042
H 1.677 1.101 2.758 0.1905 0.3480 -2.3590 0.336
H 1.806 2.252 1.158 0.1725 -2.5896 1.0825 0.329
H -0.595 1.174 1.778 1.8284 -1.1781 -1.5130 0.546
H 0.007 -0.511 1.184 0.5845 2.3347 -0.2529 -0.369
H 0.780 1.589 -0.978 -2.1634 -0.5358 0.8476 0.416
H -0.514 0.198 -1.130 0.8262 2.0676 1.5118 0.031
H -2.152 -2.175 -0.242 -2.4847 -0.0498 -0.9738 0.204
H -3.002 -4.506 -1.467 -1.7811 1.9739 0.0142 0.276
H -5.663 -4.671 -2.525 0.8193 2.2037 1.0923 0.300
H -7.388 -2.378 -2.323 2.6940 -0.0797 0.9693 0.295
H -6.448 -0.068 -1.042 1.6410 -2.2841 -0.2673 0.330
H -4.755 3.137 0.966 -0.9002 -2.1158 1.3351 0.186
H -6.642 3.532 2.955 0.7922 -2.5190 -0.4761 0.272
H -7.774 1.358 4.469 2.0464 -0.0909 -2.1696 0.280
H -6.876 -1.257 3.975 1.1379 2.2536 -1.5665 0.287
H -4.951 -1.706 2.040 -0.6626 2.9656 0.0736 0.231
C 4.598 -5.443 -2.939 0.1305 0.0622 0.0279 -0.750
C 3.637 -5.422 -4.116 0.0872 0.0279 0.0319 -0.426
O 3.539 -4.147 -4.745 -0.2335 0.1579 0.1098 -0.444
C 4.739 -3.614 -5.297 0.0485 -0.1205 -0.0724 0.029
C 5.351 -4.492 -6.375 0.0040 -0.1217 -0.0936 -1.128
H 4.306 -4.697 -2.191 0.0181 -0.0841 -0.0480 0.083
H 4.600 -6.430 -2.466 -0.0257 0.1182 -0.0578 0.405
H 5.622 -5.216 -3.244 -0.0564 -0.0815 0.0328 0.218
H 2.633 -5.672 -3.755 0.0468 0.2137 -0.1894 0.335
H 3.898 -6.188 -4.853 0.0730 -0.0007 0.0312 0.359
H 5.462 -3.407 -4.500 0.0940 -0.0798 0.0358 0.024
H 4.480 -2.647 -5.737 -0.2142 -0.1203 0.1239 0.344
H 5.648 -5.469 -5.988 0.0718 0.0844 -0.0015 0.273
H 6.242 -4.014 -6.796 -0.1495 -0.0500 0.0739 0.406
H 4.632 -4.664 -7.183 0.1011 0.0745 0.1069 0.287
C -4.669 7.207 0.765 0.1385 -0.0510 -0.0735 -0.970
C -5.323 7.193 2.137 0.0465 -0.0216 -0.0579 -0.320
O -4.795 6.196 3.007 -0.0503 -0.2030 0.0491 -0.418
C -3.406 6.286 3.311 -0.1056 0.1137 0.0245 -0.242
C -3.018 7.587 3.992 -0.0374 0.1555 0.0577 -1.096
H -4.763 6.227 0.285 -0.0486 0.1260 0.0461 0.200
H -5.142 7.958 0.125 0.0377 -0.1113 0.0881 0.393
H -3.603 7.441 0.823 -0.0812 0.0786 -0.0160 0.265
H -6.389 6.972 2.017 0.1906 -0.1268 0.1926 0.341
H -5.265 8.178 2.612 0.0646 0.0300 -0.0460 0.305
H -2.810 6.122 2.407 0.0343 0.0819 -0.0527 0.251
H -3.178 5.455 3.985 -0.2671 -0.0095 -0.1072 0.344
H -3.206 8.454 3.355 0.0919 -0.0466 0.0040 0.272
H -1.952 7.583 4.245 -0.1519 -0.0235 -0.0277 0.388
H -3.595 7.724 4.913 0.1026 -0.0603 -0.1155 0.293
```
Forces are in eV/Å.

Values from the calculation:
* charge: +1
* energy: -2811.37199 Eh
* LUMO level: -3.8 eV
* maximum force: 5.546 eV/A
* E_HOMO: -0.359 hartree

---

Question: Which of these has the lowest E_HOMO?
Answer: C5H13ClN3O2